Record 1
Computed, not measured: a 3-piece molecular cluster, C2H5N4O4 overall in a non-equilibrium geometry, with the ωB97M-V functional and the def2-TZVPD basis.

Last column: Mulliken charge in e.
CARTESIAN COORDINATES (ANGSTROEM)
C1 0.87 1.25 -1.06  -0.77
C2 0.12 -0.87 -0.04  -0.17
N1 -3.30 -1.58 0.90  -0.93
N2 0.93 -0.04 -0.36  -0.11
N3 -2.94 -0.40 0.50  1.17
N4 2.84 0.19 0.35  0.62
O1 -3.74 0.51 0.32  -0.68
O2 -1.70 -0.10 0.23  -0.54
O3 3.62 1.12 0.17  -0.46
O4 3.09 -0.90 0.88  -0.47
H1 0.65 2.03 -0.28  0.23
H2 1.84 1.42 -1.57  0.24
H3 0.01 1.11 -1.75  0.39
H4 -2.52 -2.25 0.92  0.24
H5 0.25 -1.48 0.79  0.25

## Properties
E = -598.851654 hartree
HOMO level (alpha / beta) = -2.41 / -5.15 eV
Spin multiplicity = 3
Charge = -1
Strongest force on any atom = 0.095 Eh/bohr
Kohn-Sham gap (alpha / beta) = 6.01 / 6.89 eV

***

Record 2
Computed, not measured: C23H22F5N2O6S2 as an isolated structure in a non-equilibrium geometry, with the ωB97M-V functional and the def2-TZVPD basis.

Last column: Mulliken charge in e.
CARTESIAN COORDINATES (ANGSTROEM)
O1 -2.81 4.43 5.43  -0.42
C1 -2.95 3.42 4.88  0.51
F1 -3.02 3.39 3.53  -0.20
N1 -3.02 2.22 5.67  -0.20
C2 -2.07 1.22 5.28  0.45
O2 -1.51 1.15 4.24  -0.49
S1 -1.76 -0.10 6.57  1.11
O3 -2.93 -0.24 7.43  -0.69
O4 -0.66 0.45 7.36  -0.75
N2 -1.24 -1.47 5.87  -0.40
S2 -2.44 -2.20 4.99  1.13
O5 -3.28 -3.12 5.73  -0.69
O6 -3.29 -1.28 4.23  -0.70
C3 -1.52 -3.19 3.73  -0.59
C4 -0.12 -3.65 4.24  -0.62
C5 1.06 -2.83 3.66  -0.34
F2 0.89 -2.53 2.29  -0.21
H1 -3.96 1.85 5.76  0.30
H2 -1.46 -2.53 2.83  0.22
H3 -2.17 -4.06 3.49  0.36
H4 -0.05 -3.65 5.35  0.35
H5 0.00 -4.71 3.92  0.37
H6 1.97 -3.48 3.72  0.23
H7 1.29 -1.90 4.21  0.29
F3 -0.06 -2.68 -0.41  -0.33
C6 0.11 -1.39 -0.76  0.31
C7 0.87 -0.57 0.05  -0.32
C8 1.04 0.76 -0.31  -0.36
C9 0.44 1.25 -1.47  -0.64
C10 -0.32 0.41 -2.27  -0.15
C11 -0.49 -0.92 -1.91  -0.50
H8 1.31 -0.96 0.95  0.46
H9 1.64 1.42 0.31  0.35
H10 0.58 2.29 -1.75  0.37
H11 -0.79 0.79 -3.17  0.34
H12 -1.07 -1.60 -2.53  0.46
F4 2.66 2.11 -3.07  -0.23
C12 3.76 2.70 -2.59  0.40
C13 3.69 3.43 -1.42  -0.20
C14 4.84 4.03 -0.92  -0.41
C15 6.04 3.89 -1.59  -0.52
C16 6.10 3.15 -2.77  -0.36
C17 4.96 2.54 -3.27  -0.50
H13 2.74 3.54 -0.91  0.36
H14 4.79 4.60 0.00  0.37
H15 6.94 4.36 -1.20  0.35
H16 7.04 3.05 -3.29  0.35
H17 4.99 1.96 -4.17  0.40
F5 -2.81 1.07 -5.14  -0.33
C18 -2.52 -0.10 -5.73  0.41
C19 -1.20 -0.44 -5.95  -0.29
C20 -0.90 -1.65 -6.56  -0.42
C21 -1.92 -2.51 -6.94  -0.47
C22 -3.25 -2.15 -6.72  -0.34
C23 -3.55 -0.94 -6.11  -0.49
H18 -0.41 0.24 -5.65  0.44
H19 0.13 -1.93 -6.73  0.37
H20 -1.69 -3.45 -7.42  0.37
H21 -4.05 -2.82 -7.03  0.36
H22 -4.58 -0.65 -5.92  0.41

## Properties
E = -2746.318248 hartree
HOMO level = -6.14 eV
Charge = -1
Strongest force on any atom = 0.067 Eh/bohr
Kohn-Sham gap = 8.29 eV

***

Record 3
Computed, not measured: a single C9H16N2 molecule in a non-equilibrium geometry, with the ωB97M-V functional and the def2-TZVPD basis.

Last column: Mulliken charge in e.
CARTESIAN COORDINATES (ANGSTROEM)
C1 -2.56 -0.40 -0.38  -0.14
C2 0.37 1.45 -0.72  -1.05
C3 -1.10 1.53 -0.99  -0.99
C4 0.95 0.02 -0.77  0.63
C5 -1.72 0.58 0.07  0.56
C6 0.30 -0.81 0.23  0.88
C7 2.50 0.23 -0.55  -2.00
C8 -0.01 -2.35 -0.21  -1.62
C9 0.61 -0.64 1.69  -1.31
N1 -2.90 -1.42 -0.77  -0.64
N2 -1.84 1.24 1.30  -0.47
H1 0.97 2.17 -1.32  0.40
H2 0.55 1.63 0.31  0.37
H3 -1.42 2.52 -0.96  0.48
H4 -1.30 1.01 -1.96  0.39
H5 0.85 -0.45 -1.84  0.39
H6 2.57 0.97 0.15  0.52
H7 2.88 0.60 -1.45  0.51
H8 2.92 -0.74 -0.29  0.39
H9 0.01 -2.74 -1.27  0.29
H10 -1.00 -2.49 0.16  0.48
H11 0.79 -2.92 0.27  0.47
H12 1.73 -0.44 1.90  0.26
H13 0.32 -1.60 2.09  0.51
H14 -0.07 0.23 2.12  0.20
H15 -2.16 0.66 2.05  0.23
H16 -2.25 2.18 1.14  0.27

## Properties
E = -461.898056 hartree
HOMO level = -7.51 eV
Strongest force on any atom = 0.083 Eh/bohr
Kohn-Sham gap = 7.94 eV
Energy relative to the best compared isomer or geometry (same formula, charge and spin) = 379.9 kJ/mol

***

Record 4
Computed, not measured: a 8-piece molecular cluster, C28H75N4O12 overall in a non-equilibrium geometry, with the ωB97M-V functional and the def2-TZVPD basis.

Last column: Mulliken charge in e.
CARTESIAN COORDINATES (ANGSTROEM)
C1 0.38 -0.95 0.23  -0.63
O1 1.17 -1.87 0.86  1.65
H1 0.86 0.29 0.33  -0.59
H2 -0.59 -0.85 0.53  -0.88
H3 0.17 -1.00 -0.74  1.42
C2 1.03 1.53 -2.76  -0.92
O2 1.68 0.48 -3.43  -0.75
H4 0.42 1.94 -3.37  0.61
H5 1.76 2.09 -2.19  0.32
H6 0.62 0.86 -1.87  0.19
H7 1.99 -0.20 -2.82  0.40
C3 4.25 -3.20 1.53  -0.57
O3 3.20 -3.63 0.77  -0.48
H8 5.16 -3.28 0.90  0.25
H9 4.51 -3.81 2.44  0.23
H10 3.96 -2.13 1.81  0.17
H11 2.58 -3.01 0.89  0.13
C4 1.31 0.55 3.50  -0.13
O4 2.28 -0.17 2.80  -0.62
H12 0.59 0.91 2.69  -0.11
H13 1.62 1.69 3.92  0.17
H14 1.06 -0.14 4.21  0.08
H15 1.95 -0.35 1.91  -0.16
C5 3.25 -2.63 5.44  -1.00
O5 2.30 -3.62 4.98  -0.54
C6 1.43 -3.17 3.98  1.00
C7 0.57 -4.27 3.25  -1.15
N1 -0.40 -3.56 2.33  0.39
C8 -1.15 -4.42 1.43  -0.70
C9 -2.23 -3.63 0.65  -0.18
O6 -2.96 -4.42 -0.23  -0.42
C10 -4.01 -3.70 -0.80  -0.53
H16 3.57 -3.09 6.33  0.43
H17 3.16 -1.74 5.78  0.48
H18 4.17 -2.64 4.73  0.19
H19 2.17 -2.85 3.34  -0.35
H20 0.94 -2.27 4.24  -0.18
H21 -0.08 -4.75 3.93  0.50
H22 1.22 -4.85 2.77  0.50
H23 0.16 -2.84 1.69  -0.75
H24 -1.54 -5.32 1.95  0.43
H25 -0.33 -4.91 0.86  0.28
H26 -1.71 -2.86 0.09  -0.08
H27 -2.77 -3.01 1.25  0.63
H28 -4.53 -4.44 -1.75  0.22
H29 -3.73 -2.85 -1.45  0.15
H30 -4.67 -3.30 0.03  0.29
C11 -2.09 -1.20 5.55  -0.69
O7 -2.47 -0.03 4.72  -0.48
C12 -2.66 -0.40 3.38  0.44
C13 -2.84 0.86 2.51  -0.90
N2 -2.71 0.33 1.08  -0.17
C14 -2.86 1.42 0.15  -1.04
C15 -2.90 0.92 -1.29  -0.49
O8 -2.74 2.14 -2.13  -0.38
C16 -2.95 1.79 -3.51  -0.92
H31 -1.00 -1.01 5.69  0.14
H32 -2.34 -2.03 5.03  0.34
H33 -2.58 -1.22 6.44  0.38
H34 -3.56 -1.04 3.15  0.20
H35 -1.64 -1.00 3.01  -0.12
H36 -1.98 1.62 2.78  0.16
H37 -3.69 1.40 2.74  0.60
H38 -1.98 -0.26 0.91  0.00
H39 -2.10 2.06 0.30  0.46
H40 -3.75 1.99 0.15  0.43
H41 -3.80 0.52 -1.54  0.58
H42 -1.96 0.31 -1.59  0.17
H43 -2.16 1.26 -3.99  0.29
H44 -3.02 2.76 -4.11  0.30
H45 -3.88 1.22 -3.67  0.36
C17 -5.94 6.66 -4.34  -0.72
O9 -4.49 6.22 -4.39  -0.37
C18 -4.09 5.52 -3.25  -0.56
C19 -2.64 5.53 -3.10  -0.12
N3 -2.04 4.89 -1.95  -0.25
C20 -0.64 4.83 -2.06  -0.57
C21 -0.12 4.30 -0.69  0.61
O10 1.24 4.53 -0.72  -0.39
C22 2.05 3.92 0.31  -0.81
H46 -6.08 7.30 -5.18  0.26
H47 -6.30 7.09 -3.37  0.27
H48 -6.43 5.68 -4.44  0.32
H49 -4.33 4.43 -3.09  0.14
H50 -4.58 5.83 -2.45  0.58
H51 -2.29 6.64 -2.98  0.26
H52 -2.02 5.12 -4.13  0.22
H53 -2.41 3.94 -2.25  0.25
H54 -0.20 5.97 -2.18  0.38
H55 -0.21 4.26 -2.91  0.12
H56 -0.25 3.18 -0.67  -0.53
H57 -0.32 4.80 0.45  0.22
H58 1.88 4.12 1.18  0.83
H59 3.24 4.35 0.17  0.10
H60 2.19 2.93 -0.07  -0.04
C23 0.68 -5.42 -2.76  -0.62
O11 1.92 -4.79 -2.83  -0.42
C24 1.64 -3.35 -2.46  0.64
C25 2.96 -2.60 -2.52  -1.15
N4 2.86 -1.28 -1.82  1.09
C26 4.10 -0.70 -1.46  -0.86
C27 4.02 0.75 -0.87  0.27
O12 5.33 1.21 -0.74  -0.47
C28 5.40 2.59 -0.38  -0.64
H61 -0.03 -5.11 -1.90  0.17
H62 0.95 -6.46 -2.72  0.28
H63 0.38 -5.27 -3.80  0.32
H64 1.39 -3.42 -1.56  -0.44
H65 0.82 -2.70 -3.02  0.15
H66 3.11 -2.31 -3.44  0.72
H67 3.70 -3.33 -2.09  0.20
H68 2.23 -1.50 -0.97  -0.93
H69 4.51 -0.63 -2.44  0.58
H70 4.91 -1.46 -0.87  -0.10
H71 3.52 0.54 0.00  0.08
H72 3.35 1.40 -1.44  0.13
H73 4.72 2.72 0.53  0.13
H74 4.80 3.25 -1.09  0.25
H75 6.39 2.83 -0.02  0.38

## Properties
E = -2232.975424 hartree
HOMO level = -5.20 eV
Charge = -1
Strongest force on any atom = 0.266 Eh/bohr
Kohn-Sham gap = 7.45 eV
Energy relative to the best compared isomer or geometry (same formula, charge and spin) = 1437.8 kJ/mol

***

Record 5
Computed, not measured: C5H22B3Be2Cl10 as an isolated structure in a non-equilibrium geometry, with the ωB97M-V functional and the def2-TZVPD basis.

Last column: Mulliken charge in e.
CARTESIAN COORDINATES (ANGSTROEM)
Be1 1.23 -0.89 -1.87  0.57
Be2 -1.30 2.25 -1.24  0.70
B1 -0.19 0.31 -0.04  1.97
H1 -0.72 -0.02 -0.98  -0.59
H2 0.15 -0.60 0.54  -0.29
H3 0.75 0.89 -0.29  -0.53
H4 -0.95 0.90 0.56  -0.44
B2 0.05 1.14 -3.09  0.32
H5 0.85 0.44 -3.49  -0.03
H6 -0.17 1.86 -3.92  -0.12
H7 -0.90 0.62 -2.76  -0.14
H8 0.49 1.76 -2.23  -0.19
B3 2.03 -3.00 -0.98  0.09
H9 2.30 -4.02 -0.59  -0.07
H10 3.00 -2.43 -1.14  -0.15
H11 1.58 -3.05 -2.03  -0.10
H12 1.31 -2.48 -0.27  -0.19
C1 -4.56 0.96 1.57  -0.33
Cl1 -3.47 0.35 0.35  -0.05
Cl2 -4.62 -0.14 2.96  -0.11
H13 -4.21 1.93 1.91  0.18
H14 -5.57 1.10 1.22  0.36
C2 -2.44 -3.40 -1.81  -0.37
Cl3 -1.06 -3.14 -2.92  -0.15
Cl4 -2.12 -2.58 -0.27  -0.07
H15 -3.32 -2.94 -2.24  0.30
H16 -2.49 -4.48 -1.76  0.32
C3 1.66 -1.44 3.66  -0.15
Cl5 0.32 -2.50 3.41  -0.12
Cl6 1.14 -0.14 4.83  -0.18
H17 2.51 -2.01 4.03  0.36
H18 1.96 -0.98 2.73  0.09
C4 -0.66 2.56 3.12  0.15
Cl7 -2.18 2.67 4.00  -0.12
Cl8 -0.39 3.55 1.68  -0.14
H19 0.15 2.76 3.81  0.38
H20 -0.49 1.54 2.78  -0.19
C5 4.11 2.68 -1.91  -0.38
Cl9 2.85 2.58 -0.63  -0.09
Cl10 4.51 1.03 -2.54  -0.15
H21 3.79 3.38 -2.68  0.31
H22 5.08 2.98 -1.51  0.34

## Properties
E = -4908.949056 hartree
HOMO level = -12.98 eV
Charge = +1
Strongest force on any atom = 0.093 Eh/bohr
Kohn-Sham gap = 4.94 eV
Energy relative to the best compared isomer or geometry (same formula, charge and spin) = 0.0 kJ/mol